An isolated ion of composition C24H37I2NO4P and charge +1 at a distorted geometry, computed with ωB97M-V with the def2-TZVPD basis set.

Total charge: +1
HOMO-LUMO gap: 6.9 eV
Electronic energy: -2228.87574 hartree
Highest occupied orbital energy: -11.65 eV

Element x y z (Å)
C  -5.61820  2.03103  -2.66665
C  -4.45903  3.11590  -2.61758
C  -3.30366  2.65378  -3.62254
C  -2.26865  3.83104  -3.88636
C  -0.79917  3.51294  -3.37175
C  -0.72612  3.40216  -1.77896
C  0.74082  3.58984  -1.21241
C  1.46339  2.17163  -1.13804
C  2.18515  1.87646  0.25446
C  1.67916  0.48125  0.77512
C  0.75760  0.31344  1.91273
C  0.23061  1.58857  2.63695
I  -1.92917  1.73896  2.85871
C  1.08887  2.04422  3.92235
C  0.24776  2.53250  5.15520
I  2.64840  0.58160  4.46754
N  0.42628  -1.03501  2.31200
P  -0.60176  -1.43327  3.67353
O  -0.50983  -0.55171  4.85059
O  -2.17518  -1.56554  3.10963
O  -0.25153  -2.97784  4.21970
C  0.91204  -2.15150  1.62546
C  1.79492  -2.05722  0.46569
C  2.24970  -3.32127  -0.23117
O  1.74556  -4.49300  0.27573
C  2.36465  -5.67548  -0.28440
C  1.47853  -6.92920  0.20136
C  0.08282  -6.44712  0.82071
C  3.14155  -3.17499  -1.37574
C  3.61792  -1.82532  -1.86021
C  3.15054  -0.60325  -1.15731
C  2.23687  -0.71562  0.00398
H  -6.52857  2.32760  -2.07167
H  -5.90311  1.83748  -3.74055
H  -5.20620  1.06809  -2.23810
H  -4.08785  3.22714  -1.56119
H  -4.88858  4.09382  -2.99156
H  -3.79015  2.36617  -4.59335
H  -2.79336  1.73241  -3.21383
H  -2.20039  3.95030  -5.01100
H  -2.61116  4.81764  -3.45836
H  -0.46044  2.53110  -3.82567
H  -0.12678  4.32040  -3.77566
H  -1.18087  2.40247  -1.51493
H  -1.39116  4.22024  -1.37349
H  0.74762  4.12788  -0.22295
H  1.32027  4.19507  -1.97304
H  2.19328  2.03488  -1.99277
H  0.68450  1.36382  -1.28087
H  3.28867  1.75307  0.02820
H  2.10467  2.69981  1.00855
H  0.40911  2.42249  1.89229
H  1.71544  2.94050  3.62572
H  -0.28806  3.48130  4.83247
H  -0.53455  1.82854  5.52553
H  0.96989  2.87303  5.95707
H  -2.24203  -1.21236  2.20038
H  -0.84231  -3.61497  3.75713
H  0.61343  -3.19191  1.93362
H  3.40156  -5.79281  0.15623
H  2.36380  -5.71613  -1.40413
H  2.03407  -7.54084  0.97269
H  1.19465  -7.55774  -0.69504
H  -0.46265  -5.74020  0.13279
H  -0.59759  -7.34788  0.92786
H  0.20395  -6.03155  1.86496
H  3.49856  -4.06345  -1.94319
H  4.30815  -1.71249  -2.73527
H  3.48336  0.39912  -1.53719

Löwdin population analysis, charges in e, atoms 1 to 6: C -0.138; C -0.261; C -0.218; C -0.212; C -0.215; C -0.210

C24H37MnO2Si as an isolated structure at a distorted geometry, computed with ωB97M-V with the def2-TZVPD basis set.

Total charge: +1
2S+1: 4
HOMO-LUMO gap (spin up / spin down): 6.5 / 6.9 eV
Electronic energy: -2527.24159 hartree
<S²>: 4.114
Highest occupied orbital energy (spin up / spin down): -11.06 / -11.06 eV
Energy relative to the best compared isomer or geometry (same formula, charge and spin): 0.0 kJ/mol

Element x y z (Å)
O  0.55268  0.85664  -4.22488
C  1.60087  1.84180  -4.17914
C  0.61677  3.01486  -4.06754
H  2.28219  1.80176  -5.04868
H  2.19582  1.67920  -3.25171
C  -0.43709  1.87584  -3.82485
H  0.43608  3.60885  -4.96652
H  0.87208  3.67956  -3.23379
C  -1.67724  1.68234  -4.67697
H  -1.45823  1.34912  -5.69929
H  -2.30202  2.59578  -4.70629
H  -2.30025  0.85883  -4.23140
C  -0.73821  1.72363  -2.33806
H  0.22730  1.59642  -1.81261
H  -1.34225  0.80575  -2.19343
H  -1.30730  2.57899  -1.91972
Mn  -0.03858  -0.18217  0.65841
C  0.64085  1.14366  2.28190
C  1.45662  -0.02851  2.33300
C  2.11940  -0.18156  1.07580
H  1.63893  -0.59945  3.24909
C  1.74045  0.95440  0.24886
C  0.80849  1.76977  1.01023
H  0.41383  2.74805  0.73862
H  0.13985  1.58002  3.14774
H  2.87747  -0.92208  0.82570
H  2.19581  1.23907  -0.69782
C  -1.72271  -0.81709  2.75304
C  -1.85524  0.34534  1.78268
C  -2.19520  -0.20790  0.49829
H  -2.21913  1.29402  2.16302
C  -1.66724  -1.56931  0.49915
C  -1.06886  -1.79449  1.78655
H  -0.62530  -2.70852  2.15933
H  -2.72611  -1.19389  3.07481
H  -2.80463  0.27028  -0.26947
H  -1.76732  -2.30255  -0.30678
O  -0.39217  -1.60512  -4.47509
C  -0.59347  -1.21189  -5.88217
C  0.30798  -1.97241  -6.84708
H  -0.35519  -0.14581  -5.90985
H  -1.66030  -1.30550  -6.16062
C  1.23176  -2.78640  -5.93595
H  0.88609  -1.41503  -7.59413
H  -0.32345  -2.65746  -7.42761
C  0.67718  -2.57339  -4.50549
H  2.28783  -2.48064  -6.00957
H  1.16700  -3.84347  -6.20977
H  1.47387  -2.21292  -3.83227
H  0.30004  -3.54534  -4.10749
C  -1.15390  0.78039  7.82387
Si  0.07435  -0.18338  6.78556
C  1.71402  0.69744  6.96472
C  0.28282  -1.91455  7.48450
C  -0.41459  -0.25291  5.01651
C  -1.02182  -0.53003  3.99148
H  -0.86613  0.65262  8.88265
H  -2.19141  0.43234  7.70325
H  -1.12545  1.85508  7.59589
H  1.89422  0.83365  8.04530
H  2.54482  0.11531  6.54172
H  1.69591  1.68503  6.48367
H  -0.54903  -2.58841  7.21284
H  1.21736  -2.38051  7.14060
H  0.32909  -1.83312  8.58724

Löwdin population analysis, charges in e, atoms 1 to 6: O -0.131; C -0.162; C -0.053; H 0.125; H 0.106; C -0.517

C24H37N4OPtSe as an isolated structure, computed with ωB97M-V with the def2-TZVPD basis set.

Total charge: +1
2S+1: 3
HOMO-LUMO gap (spin up / spin down): 5.6 / 8.2 eV
Electronic energy: -3751.49548 hartree
<S²>: 2.008
Highest occupied orbital energy (spin up / spin down): -9.69 / -12.34 eV
Energy relative to the best compared isomer or geometry (same formula, charge and spin): 0.0 kJ/mol

Element x y z (Å)
Pt  0.59634  0.44227  -0.25493
C  -0.20285  -0.04527  1.86502
C  -0.69012  -1.08682  1.02693
C  -1.55396  -0.44277  0.02257
C  -1.52549  0.95484  0.30749
C  -0.69951  1.21578  1.44280
C  -0.54859  2.53987  2.15199
C  -1.82957  2.75963  2.97336
C  0.66217  2.52689  3.08380
C  -0.39280  3.68094  1.14539
C  -2.40375  -0.99292  -1.12433
C  -1.54496  -1.53554  -2.27649
C  -3.25957  0.13337  -1.72409
C  -3.38100  -2.06042  -0.61360
C  -0.35153  -2.53907  1.35571
C  -0.13423  -3.44476  0.14223
C  0.95129  -2.60041  2.17002
C  -1.47722  -3.09976  2.24248
H  0.47871  -0.17977  2.68572
H  -2.10533  1.69902  -0.21097
H  -1.97440  1.95250  3.69308
H  -2.70992  2.80337  2.32953
H  -1.76364  3.69901  3.52492
H  0.54073  1.79211  3.88195
H  0.77695  3.50451  3.55380
H  1.57561  2.29227  2.53559
H  -1.25073  3.74241  0.47028
H  0.52380  3.55704  0.56087
H  -0.32499  4.63490  1.66967
H  -0.94488  -0.73243  -2.70764
H  -2.19775  -1.93362  -3.05643
H  -0.86884  -2.32687  -1.97114
H  -2.64263  0.92543  -2.15437
H  -3.93486  0.57234  -0.98754
H  -3.86942  -0.27916  -2.52810
H  -2.88380  -2.96700  -0.28231
H  -4.06392  -2.33752  -1.41824
H  -3.97859  -1.67686  0.21570
H  0.65134  -3.04953  -0.50639
H  -1.03120  -3.59222  -0.45024
H  0.18522  -4.42781  0.49088
H  1.77638  -2.12309  1.63726
H  1.21416  -3.64495  2.33892
H  0.85388  -2.13364  3.15011
H  -2.44045  -3.10216  1.73630
H  -1.57714  -2.50805  3.15395
H  -1.24194  -4.12658  2.52931
C  0.28018  2.19442  -4.66734
C  0.26204  2.04986  -3.17333
N  -0.35870  3.00085  -2.46315
O  0.79611  1.07464  -2.63308
H  -0.23512  3.08617  -5.01682
H  -0.18512  1.31205  -5.10477
H  1.31671  2.22197  -5.00063
H  -0.75447  3.81097  -2.90564
H  -0.35999  2.93730  -1.45584
Se  4.64108  0.00045  2.67346
N  5.60844  -0.72069  1.38665
C  4.84963  -0.72505  0.30731
C  5.24642  -1.21802  -0.96922
C  4.34195  -1.14466  -1.97404
C  3.04504  -0.59692  -1.74100
N  2.63332  -0.13840  -0.58657
C  3.52624  -0.18351  0.46664
N  3.21271  0.25813  1.66281
H  6.23873  -1.62700  -1.10157
H  4.57204  -1.49762  -2.96884
H  2.33577  -0.53446  -2.55586

Löwdin population analysis, charges in e, atoms 1 to 6: Pt 1.149; C -0.088; C -0.162; C -0.158; C -0.115; C -0.284

Number 3 is which compound?
C24H37N4OPtSe